# 1
120
Properties=species:S:1:pos:R:3:forces:R:3 method="wB97M-V/def2-TZVPD" total_energy_ha=-16145.6767 orbital_gap_ev="5.0 / 4.2" lumo_energy_ev="-9.351 / -10.182" spin_multiplicity=5 total_charge=+2 s2=6.013 homo_ha="-0.529 / -0.529"
H -3.2993 0.2801 2.6278 0.32 -0.30 0.27
F 3.0684 2.1873 1.0804 0.34 0.16 -0.39
C 0.5307 -4.3379 -0.0550 0.31 0.31 -1.31
F -0.1229 -2.5683 -1.5377 -0.36 -0.32 -0.51
C 3.0754 -0.9177 -3.2980 2.30 -0.84 -1.89
F -4.9574 2.9337 -0.2145 -0.05 0.19 0.44
F -7.7237 2.3032 0.3704 0.18 -0.84 -0.47
As 4.3529 1.2910 0.2240 4.74 -1.43 2.17
F 1.0102 -8.7011 -3.7138 -1.01 0.17 -0.26
F -2.6233 -0.7615 -3.2881 -0.54 0.14 -1.15
H 4.0151 0.7493 -5.8737 0.02 0.24 0.15
H -7.2418 3.9753 -0.4711 0.58 0.27 0.19
F -5.3606 1.8706 2.1334 0.26 0.53 -0.58
As -0.5975 1.6340 -0.0997 -1.72 -3.75 2.42
H -7.1731 1.1932 4.7970 -0.61 -0.53 -0.54
F -2.8824 -2.7742 -2.3916 -0.87 0.64 -0.30
C 2.5189 -2.1067 -4.1278 -1.80 0.21 0.23
H 5.0671 -0.3866 -5.0328 -0.49 -0.38 0.52
C 0.4541 5.8314 2.3965 -0.97 -0.37 -1.22
H 4.4569 3.2520 7.8038 -0.77 -0.07 0.20
C -4.1012 -0.4541 2.7046 -0.39 2.02 -0.07
F 3.5031 -0.2307 0.6172 0.28 1.95 -0.86
O 2.3503 0.8946 4.3204 0.44 -1.03 1.01
Pt 2.1615 2.0272 -2.8237 1.47 0.15 -1.62
H -6.5848 0.5996 -1.9523 -0.54 0.19 0.46
H -6.0709 0.5836 -0.1900 0.09 -0.56 -0.17
C 5.2189 1.5844 -4.1584 0.73 -1.70 -1.52
F -0.5583 -6.6379 -2.5034 0.06 0.11 0.31
F -0.2737 2.5912 -6.7125 1.03 -1.53 2.56
C 0.3770 -7.3123 -1.8059 1.23 1.48 0.53
C -5.8573 2.4748 -1.0882 0.49 -3.33 -1.45
C -7.2654 2.9185 -0.7369 -0.79 3.33 1.08
F -0.6332 -0.1106 -0.2723 0.03 1.85 -0.05
C 4.6378 2.3976 7.1515 -0.58 0.74 1.06
Cu 1.7905 2.9786 2.8904 0.22 -0.66 -0.19
O -4.5900 0.3914 -1.7578 0.80 -0.16 1.19
H 6.9735 2.8427 -4.4994 -0.20 0.01 0.41
O -0.3077 6.4826 1.6302 -1.54 2.30 -0.38
F -2.9971 -3.0919 1.3835 -0.92 0.02 -0.49
C 4.3796 0.4474 -4.8918 0.56 1.93 0.95
H 2.1905 -8.4289 -2.1987 -0.40 -0.22 0.67
F 1.1441 -4.5683 1.1184 0.45 0.36 0.21
F 3.5448 -1.8887 4.1869 -0.36 0.33 1.02
F 3.2972 -2.3115 -5.1782 0.63 0.12 -0.58
F 1.1937 -0.5181 5.7621 1.07 0.05 -1.39
C 0.4924 -2.8238 -0.3625 -0.89 0.19 1.42
H -4.4424 -0.5898 1.6783 -0.27 -0.40 0.11
C 6.3610 2.1232 -5.0428 1.43 1.15 -0.26
Na -3.1241 3.1243 -3.1285 -0.11 -0.65 -0.08
F 5.7980 2.7153 6.5808 0.51 -0.38 -1.33
F 1.1856 0.4801 -6.0182 -1.70 1.91 1.36
H -0.0375 -2.3062 0.4371 -0.33 -0.16 0.03
C -5.8469 0.9005 -1.2086 0.81 0.54 -0.58
O -5.1331 0.1255 3.5529 -0.42 1.12 -0.30
H 0.7988 -4.8317 -2.1596 -0.32 -0.25 0.20
F -3.2073 -1.6054 4.5815 0.22 0.16 -0.38
F 2.1862 -6.9165 -3.3438 -0.46 1.32 -0.43
F 1.5888 -2.6573 3.6403 -1.35 -1.12 1.01
F -0.2031 -8.2497 -1.0933 -0.18 -0.57 -0.07
O 1.0003 4.9307 1.7711 3.08 -3.88 -1.32
F 4.8257 1.3031 7.9063 -0.35 -0.44 -0.27
H -2.3016 -1.1556 -1.4507 -0.25 -0.12 0.46
F -1.9906 1.5510 1.0005 1.73 0.78 -1.37
F -5.3517 -1.4657 -2.6098 -0.08 -1.05 1.03
F 7.2170 1.1333 -5.4218 -1.09 0.00 0.05
F 5.9175 2.7974 -6.1510 -0.39 -0.95 0.56
C -2.6180 -2.5506 2.5417 -0.95 -2.48 2.04
O 3.2264 0.2868 -4.0261 0.24 -0.71 -0.85
H 3.9654 0.1462 5.5803 -0.60 -0.16 0.03
F 0.5137 0.9573 -3.6119 -1.24 -0.58 -0.39
F 5.6358 0.2759 -0.5678 -2.31 1.77 0.51
H 1.4801 -1.9460 -4.4162 0.01 0.65 -0.44
F -4.8562 -2.4194 3.4572 -0.29 -1.47 -0.17
F -0.7426 -4.7126 0.1184 -0.78 -0.13 -0.16
F -1.5470 -1.8590 2.3076 2.15 2.90 -0.80
C 1.4405 -7.8697 -2.7580 1.84 -1.67 0.63
F 4.2490 -1.2512 -2.8021 1.36 -0.60 -0.01
C 2.3044 -1.5739 3.7456 1.05 2.01 -1.69
F 2.2807 2.2240 6.7864 -0.51 -0.68 0.82
F -1.3863 0.5498 -5.4098 2.92 1.95 0.61
F 3.4001 1.5764 -1.2668 0.25 -0.32 0.30
As 0.0726 1.6553 -5.2098 -2.67 -1.33 -4.32
F 1.5601 2.6782 -4.7786 -1.04 0.25 -0.41
F -6.8874 0.3505 2.2518 -0.94 0.26 -0.48
F 2.4391 -3.2359 -3.4072 0.76 -0.08 0.69
F 5.2867 1.1703 1.7035 -1.06 0.46 -0.82
F -1.0527 2.8186 -4.3743 1.25 -0.71 0.09
C -3.0295 -1.4390 -2.2109 1.95 0.03 1.60
O 1.0791 -6.4966 -0.8402 -0.99 -0.08 -1.89
F 2.3617 -0.5877 -2.3046 -3.00 0.28 2.44
O 0.6237 5.9184 3.6583 -0.14 0.85 0.17
C 3.5804 1.0482 5.1044 -0.01 0.74 0.25
H 2.2443 -4.7961 -1.1977 0.18 -0.31 0.09
F -6.0103 2.6345 4.9019 1.67 1.11 -0.43
F 5.7302 1.1564 -3.0027 0.58 -0.96 -0.15
F -4.5522 -1.4737 -0.4659 -0.68 -0.39 -0.67
F 4.4659 2.6120 -3.7340 -1.38 1.55 -0.59
F -0.4347 3.4121 0.0660 -0.40 -0.06 -0.15
F -1.7028 1.9281 -1.4848 1.02 0.13 1.02
H 2.4658 -1.2422 2.7199 -0.07 0.59 -0.15
F 0.5469 1.5002 1.3279 -1.48 0.63 -1.92
H -2.2362 -3.3078 3.2265 -0.75 -0.74 0.08
F 3.4052 3.3761 5.4359 0.15 1.19 -1.05
F -7.6705 2.6407 3.5070 -0.42 0.63 -0.60
F 0.4854 0.0008 3.7796 0.12 -0.68 -0.20
H 4.3290 1.3379 4.3670 0.13 0.15 0.16
C -4.4202 -1.0360 -1.7278 -0.97 2.35 -1.27
C -6.0245 1.0622 2.9676 2.33 -1.46 1.75
H 0.2280 6.7622 3.8884 -0.33 0.63 1.18
C 3.4405 2.2293 6.1470 1.23 -1.33 -0.98
C 1.5997 -0.3216 4.4641 -0.21 0.68 0.84
F -8.1768 2.9103 -1.7222 0.33 -1.34 -0.49
F 1.6889 -2.2536 -0.4395 1.48 -0.06 -0.02
Pt 0.0976 5.4406 -0.2430 0.46 0.71 2.20
C 1.2003 -5.1090 -1.1850 0.17 -0.29 0.69
C -6.7382 1.8924 4.0828 -0.97 -2.46 0.94
F 0.7468 1.6474 -1.2192 -0.71 0.61 1.25
F -5.4439 3.0084 -2.3009 -0.27 0.35 -0.19
C -3.7079 -1.7646 3.3208 0.06 1.01 -0.15
F 5.2408 2.8478 -0.2337 -1.85 -2.31 0.59

***

# 2
49
Properties=species:S:1:pos:R:3:forces:R:3 method="wB97M-V/def2-TZVPD" total_energy_ha=-5778.1815 orbital_gap_ev="7.0 / 7.6" lumo_energy_ev="-2.958 / -3.757" spin_multiplicity=3 total_charge=+1 s2=2.010 homo_ha="-0.367 / -0.419" de_lowest_kcal_mol=25.2
H 0.2980 5.1685 -0.1497 -0.05 -0.13 -0.04
H -0.5808 3.0207 4.1135 -0.02 0.08 0.10
C 0.0142 0.7073 1.0594 -0.28 -0.61 0.07
C -0.5324 2.6037 -0.5114 -0.60 -0.55 0.43
H 0.4049 3.6758 -1.9904 0.05 -0.07 0.20
H 1.4433 -2.9787 -2.8387 0.08 0.06 0.11
C 2.0678 -2.9412 -1.9424 0.01 0.14 0.05
Pd -0.4503 -1.0737 -0.0702 -0.66 0.35 -0.06
N 0.6793 3.3061 -1.0745 -0.20 0.13 -0.36
C -0.5224 2.8773 1.9849 -0.14 -0.07 0.05
H 2.6715 2.8742 -1.6358 -0.07 0.14 0.02
C -3.5348 -0.6748 0.3243 -0.19 -0.53 0.23
H 1.9675 4.9342 -0.6903 -0.04 -0.12 -0.10
C 1.6707 -3.9961 -0.9282 -0.50 0.17 0.31
H -4.6026 -0.5935 0.0952 0.18 -0.02 0.01
C -0.3275 2.0500 0.8768 0.21 -0.12 -0.23
O -1.9866 -2.3514 0.9650 0.79 0.30 0.30
H -3.3152 -0.1675 1.2680 0.01 -0.04 -0.13
H -2.9401 -0.5534 -1.6175 0.07 0.28 0.19
C 1.7805 2.3559 -1.2895 0.64 -0.64 -0.20
C 2.7662 -1.3592 0.4614 -0.04 -0.11 -0.06
H 2.1043 -1.9378 1.1134 0.23 0.15 -0.14
H 2.4381 -4.1048 -0.1590 -0.15 0.00 -0.01
C -0.3961 2.3791 3.2668 0.05 0.12 0.07
H 0.0508 0.6504 4.4571 0.01 0.00 0.12
H -1.0186 -3.1459 -2.2675 -0.04 -0.18 0.11
H 1.9925 1.8403 -0.3521 -0.08 0.15 -0.03
H -0.9364 -4.9045 -1.9264 0.03 0.03 0.00
H -2.2182 -3.9221 -1.1796 0.09 0.04 0.06
H 0.4356 -0.8131 2.5383 -0.13 0.22 -0.02
H 2.9459 -0.3772 0.8960 -0.05 -0.07 -0.03
C -0.0402 1.0534 3.4598 0.01 -0.09 -0.07
C 1.1058 4.4435 -0.2411 0.27 0.65 0.44
C 0.1650 0.2307 2.3639 0.25 0.04 0.05
H -0.7616 1.7689 -1.1841 0.10 0.27 -0.01
H 1.5620 -4.9608 -1.4262 0.00 0.01 0.05
H 1.3733 4.0803 0.7505 -0.02 -0.04 -0.15
H 1.4952 1.6080 -2.0303 -0.11 0.18 0.09
H -0.8227 3.9077 1.8510 -0.05 0.13 -0.03
O -3.8631 -3.0389 -0.0052 -0.22 -0.07 -0.08
H -2.9031 0.8922 -0.8297 0.15 -0.24 -0.08
C -3.1343 -2.1731 0.4429 -1.03 0.80 -0.26
Se -0.0574 -3.6252 0.0311 1.28 -0.66 -0.32
H -1.3520 3.3256 -0.5150 0.13 0.06 -0.14
N -2.6848 -0.0992 -0.7367 0.20 -0.06 -0.18
C -1.1815 -3.9262 -1.5175 -0.12 0.04 -0.27
H 3.7112 -1.8756 0.3035 0.00 0.05 0.03
H 3.1121 -3.0647 -2.2405 -0.12 0.01 -0.04
Se 1.9057 -1.0932 -1.2732 0.05 -0.20 0.01

***

# 3
9
Properties=species:S:1:pos:R:3:forces:R:3 method="wB97M-V/def2-TZVPD" total_energy_ha=-192.7229 orbital_gap_ev=10.4 lumo_energy_ev=0.699 homo_ha=-0.356 de_lowest_kcal_mol=44.7
C -3.1009 0.3077 -1.4476 0.59 0.01 0.27
C -1.9601 0.1844 -0.9075 -0.33 -0.10 -0.14
H 1.8264 -1.4002 1.0941 0.00 0.13 -0.03
H 2.4599 -0.0769 0.0944 -0.10 -0.05 0.10
C -0.7248 -0.0538 -0.3154 0.47 -0.10 0.23
H -2.2951 1.3254 -1.2034 -0.26 0.15 -0.14
C 1.6729 -0.3580 0.8006 0.06 -0.02 0.03
H 1.7626 0.2700 1.6922 -0.01 -0.10 -0.12
C 0.3590 -0.1986 0.1927 -0.42 0.09 -0.21

***

# 4
59
Properties=species:S:1:pos:R:3:forces:R:3 method="wB97M-V/def2-TZVPD" total_energy_ha=-2498.1640 orbital_gap_ev="7.7 / 7.8" lumo_energy_ev="0.088 / -0.032" spin_multiplicity=4 s2=3.775 homo_ha="-0.281 / -0.287" de_lowest_kcal_mol=38.9
H 3.9005 1.8637 4.4571 0.03 -0.02 0.07
C -2.6639 2.2100 0.9427 -0.22 0.26 0.63
C 1.9560 1.3903 3.7181 0.14 0.09 0.07
C 1.8712 -2.3725 3.0912 -0.23 -0.01 -0.25
C -2.8546 1.7461 -1.3617 0.04 -0.22 0.03
C 1.1048 1.2845 2.6073 0.35 0.00 -0.46
C -2.9959 -1.0593 -4.4670 0.08 -0.15 0.24
C 1.9219 1.2507 -3.3615 -0.19 -0.06 0.06
H 2.4679 1.8667 -2.6463 0.00 0.00 0.10
C -0.2912 1.0482 2.7710 0.02 0.07 -0.12
H 1.6200 -4.3548 1.1090 0.02 -0.05 -0.01
H 1.4994 -2.9228 3.9554 -0.06 -0.06 0.05
C 1.5107 -1.7522 0.6835 0.02 -1.11 1.10
H -3.1109 0.2265 1.6808 -0.07 0.09 0.06
H 1.2945 1.9205 -3.9471 -0.01 0.01 -0.04
H -3.6735 2.4695 -1.4016 0.13 0.08 0.08
H -0.7035 1.2619 3.7617 -0.09 -0.11 -0.09
C 0.6931 -3.9611 1.5182 -0.02 0.25 0.06
H -2.4057 -2.4961 -3.0003 0.07 -0.01 0.08
H -3.1200 -1.7989 -5.2471 0.03 -0.09 0.02
H -0.9577 -2.5442 2.5192 0.08 0.02 -0.01
Cr -0.6409 0.4244 -0.0640 1.81 -0.95 -0.98
C 2.9396 2.0853 1.2242 0.06 -0.04 -0.04
H -2.0264 3.0536 1.2342 -0.10 -0.09 0.02
C -2.5939 -1.4517 -3.2104 0.06 -0.13 -0.10
C 3.2614 1.7971 3.5899 -0.17 -0.20 0.37
C -3.1622 1.2076 -3.7482 -0.06 -0.14 -0.22
C -2.7325 0.8476 -2.4686 0.14 -0.41 0.10
H 1.5653 1.1505 4.6971 -0.07 -0.06 0.12
H -3.4005 2.2425 -3.9432 -0.10 0.16 -0.02
O 0.8259 1.7450 0.2896 -0.97 -0.26 -0.76
H 0.5106 -1.7239 -2.3454 0.07 -0.05 0.01
C -3.2555 0.2787 -4.7588 -0.07 0.42 -0.02
H 1.8891 -1.4610 -3.4700 -0.01 0.06 -0.15
O 2.6141 -2.0911 0.2740 0.08 0.00 -0.04
N -1.1018 0.7434 1.8158 0.15 0.26 1.20
H 3.3059 2.3720 0.2497 0.01 0.02 -0.09
H 1.9797 -1.3250 3.3618 0.05 0.07 0.04
C -2.3657 -0.5116 -2.1758 -0.37 0.41 -0.41
C 3.7535 2.1310 2.3265 -0.19 0.02 -0.21
C 1.5896 1.6642 1.3131 0.20 0.19 0.91
H -3.5526 0.5763 -5.7539 -0.03 0.01 -0.02
H 2.8442 -2.7610 2.8046 0.09 -0.03 -0.01
H -0.0922 -4.0359 0.7646 0.01 -0.02 -0.06
H 2.1001 -1.3201 -1.7193 0.06 0.06 -0.01
N -2.1696 1.6178 -0.2776 -1.15 0.97 -0.90
C 0.8976 -2.4994 1.9147 0.67 -0.05 -0.32
C 1.4079 -1.1406 -2.5508 -0.25 -0.02 0.06
H 0.4115 -4.5566 2.3887 -0.04 -0.04 0.06
O -0.3382 -1.8691 2.2214 -0.27 -0.32 0.32
C -2.4926 1.0806 1.9721 -0.60 0.22 0.00
H -3.7046 2.5466 0.8574 0.16 -0.07 -0.06
O 0.7835 -0.8611 0.1803 -0.58 0.93 -0.75
C 1.0499 0.3043 -2.5813 0.29 -0.17 -0.23
H 2.6302 0.7267 -3.9944 0.03 0.00 -0.07
H 4.7811 2.4498 2.2288 0.08 0.03 -0.08
O -1.9067 -0.8802 -1.0314 0.62 0.10 0.88
H -2.7491 1.4080 2.9881 0.10 -0.10 -0.14
O 0.0811 0.7585 -1.9860 0.16 0.27 -0.09